DFT (ωB97M-V/def2-TZVPD) results for an isolated molecule of C5H7NO2 in a non-equilibrium geometry.

Output
Energy above the lowest of the compared OMol25 structures with the same formula, charge and spin in kcal per mole: 98.7
Frontier orbital gap in eV: 10.6799
Strongest force on any atom in eV Å⁻¹: 3.80
Spin multiplicity: 1

Positions of all 15 atoms, in Å:
C -1.04310 -0.50226 -0.76889
H 1.21203 -2.01915 -1.65809
C 0.04579 1.57954 0.72024
C 0.98092 -1.39887 0.49347
N -1.09133 1.22660 1.12028
O -1.73426 0.19173 0.27889
H 0.43960 2.53356 1.12301
H -1.68142 -1.44845 -0.87210
O 0.83841 0.92976 -0.34019
H 0.38716 -2.25903 0.95710
H 1.64938 -1.11393 1.24666
H 2.40878 -0.83028 -1.11044
C 0.41439 -0.41258 -0.41603
H -1.15831 -0.04350 -1.75688
C 1.52681 -1.32873 -0.90893

DFT (ωB97M-V/def2-TZVPD) results for a cluster of 2 separate species, C14H20N2O4 in total in a non-equilibrium geometry.

Output
Energy above the lowest of the compared OMol25 structures with the same formula, charge and spin in kcal per mole: 43.5
Frontier orbital gap in eV: 9.7913
Strongest force on any atom in eV Å⁻¹: 2.48
Spin multiplicity: 1

Positions of all 40 atoms, in Å:
C -2.98753 -1.26407 -1.07330
H -0.26857 0.32062 1.21029
O 3.32027 1.57734 -2.02613
H 3.17663 1.04421 -4.32908
H -1.87241 -0.42535 -2.71583
N 2.13734 -0.13024 -0.20949
H 2.36501 -0.50834 2.47404
O 1.59664 -2.29266 0.10507
H -0.08523 1.12305 -2.44102
C 2.52593 0.75769 -2.47731
C 0.21294 0.81367 -1.43875
H -3.54046 2.66836 4.22945
C 1.67433 -0.45892 -4.50115
H 2.65781 0.65447 0.15146
C 2.84579 -1.23432 1.82196
H -2.10989 -1.00953 2.21173
H 1.32706 -0.94623 -1.95723
H -3.11124 -0.07945 3.92778
C 2.13113 -1.26235 0.49115
H 2.79040 -2.22485 2.27192
N 2.50895 0.51175 -3.79167
C -1.92726 -0.53636 -1.64307
H 0.61689 -0.22725 -4.36233
C 1.53944 0.03756 -1.53961
C -1.69529 1.33638 4.19970
H -0.99160 1.59031 4.99852
H 0.37723 1.72599 -0.86304
C -2.51962 2.58484 3.86969
H -1.11234 1.05301 3.31953
H 3.88844 -0.96289 1.66617
H -3.86310 -2.00666 0.75508
H -3.73835 -1.71200 -1.70869
C -0.93999 0.04108 -0.82048
H 1.87446 -1.46644 -4.13022
C -3.06119 -1.42590 0.32091
C -2.07765 -0.85286 1.14485
C -1.02808 -0.10968 0.57581
H 1.90230 -0.43105 -5.56801
O -2.03296 3.50359 3.22166
O -2.50620 0.22349 4.62963

no.,LUMO (eV)
1,0.968
2,0.605